Below is a cluster of 2 separate species, C51H51N6O in total in a non-equilibrium geometry, with properties calculated with wB97M-V/def2-TZVPD.

Positions of all 109 atoms, in Å:
C 0.383 -5.281 1.119
N 0.271 -3.906 0.693
C -0.919 -3.374 0.246
O -1.934 -4.015 0.001
C -0.740 -1.868 0.129
C -1.840 -1.079 0.866
C -1.791 -1.373 2.343
C -2.601 -2.368 2.904
C -2.302 -2.854 4.180
C -1.154 -2.410 4.849
C -0.419 -1.340 4.321
C -0.899 -0.693 3.188
N 0.597 -1.671 0.687
C 1.007 -0.465 1.109
C 2.087 -0.332 1.965
C 2.552 0.881 2.459
C 3.984 1.049 2.585
C 4.667 2.069 1.871
C 6.009 1.907 1.545
C 6.740 0.835 2.077
C 6.128 -0.045 2.981
C 4.766 0.065 3.249
C 1.259 -2.932 1.116
C 2.621 -3.192 0.525
C 2.792 -3.675 -0.725
C 4.075 -3.952 -1.362
C 4.137 -4.346 -2.727
C 5.353 -4.671 -3.328
C 6.549 -4.605 -2.594
C 6.508 -4.191 -1.255
C 5.292 -3.867 -0.642
H -0.429 -5.868 0.680
H 1.347 -5.674 0.788
H 0.340 -5.363 2.217
H -0.696 -1.577 -0.934
H -1.721 -0.004 0.680
H -2.795 -1.402 0.430
H -3.443 -2.767 2.330
H -2.948 -3.613 4.627
H -0.843 -2.870 5.790
H 0.512 -1.007 4.787
H -0.533 0.310 2.955
H 0.467 0.401 0.704
H 2.654 -1.244 2.169
H 1.865 1.722 2.527
H 4.096 2.924 1.515
H 6.510 2.622 0.893
H 7.778 0.678 1.779
H 6.728 -0.811 3.480
H 4.273 -0.610 3.954
H 1.336 -2.954 2.222
H 3.462 -2.927 1.170
H 1.911 -3.904 -1.336
H 3.210 -4.378 -3.309
H 5.379 -4.979 -4.375
H 7.496 -4.889 -3.058
H 7.435 -4.125 -0.683
H 5.259 -3.545 0.402
C -3.492 -1.187 10.683
C -2.359 -1.948 10.360
C -1.259 -1.338 9.753
C -1.277 0.037 9.465
C -0.015 0.671 8.901
N -0.160 2.056 8.437
C 0.190 3.021 9.451
C -0.289 4.420 9.139
N -0.925 4.531 7.853
C -1.507 5.814 7.595
C -2.349 5.755 6.354
N -1.622 5.192 5.233
C -2.423 5.374 4.016
C -1.739 5.397 2.674
C -2.584 5.415 1.556
C -2.052 5.246 0.280
C -0.667 5.103 0.115
C 0.180 5.251 1.219
C -0.354 5.474 2.498
C -0.848 4.063 5.469
C -0.476 3.104 4.486
N 0.149 1.948 4.770
C 0.280 1.577 6.050
C -0.052 2.444 7.115
C -0.499 3.757 6.812
C -2.418 0.791 9.758
C -3.523 0.179 10.374
H -4.343 -1.664 11.176
H -2.331 -3.016 10.591
H -0.358 -1.912 9.509
H 0.749 0.676 9.697
H 0.372 0.031 8.105
H -0.218 2.696 10.414
H 1.286 3.058 9.556
H -1.021 4.738 9.887
H 0.551 5.131 9.204
H -2.134 6.079 8.449
H -0.741 6.596 7.498
H -3.250 5.152 6.562
H -2.665 6.767 6.073
H -3.239 4.624 3.989
H -2.920 6.350 4.142
H -3.658 5.555 1.711
H -2.720 5.215 -0.581
H -0.262 4.895 -0.877
H 1.261 5.190 1.089
H 0.313 5.683 3.338
H -0.673 3.285 3.429
H 0.682 0.578 6.229
H -2.447 1.858 9.519
H -4.405 0.774 10.618

Values from the calculation:
Molar mass in g/mol: 764.0
Energy relative to the best compared isomer or geometry (same formula, charge and spin) in kJ/mol: 203.3
E_HOMO in hartree: -0.33645
LUMO in eV: -4.28
Total charge: +1

---

Below is a structure of composition C51H52CsN14PSSe2, with properties calculated with wB97M-V/def2-TZVPD.

Positions of all 122 atoms, in Å:
Cs -0.291 1.139 -0.666
N 2.366 0.326 3.452
C 1.275 0.328 2.665
N 0.468 1.314 2.484
C 0.799 2.543 3.047
N 0.134 3.604 2.766
N -0.795 3.428 1.758
C -2.001 3.646 2.072
C -3.091 3.521 1.083
C -4.405 3.690 1.500
C -5.428 3.570 0.573
C -5.104 3.287 -0.739
C -3.762 3.133 -1.065
N -2.774 3.243 -0.189
C 1.946 2.618 3.967
C 2.304 3.785 4.641
C 3.425 3.813 5.446
C 4.213 2.669 5.585
C 3.875 1.504 4.929
C 2.737 1.481 4.124
H 3.028 -0.440 3.339
H 1.067 -0.614 2.167
H -2.277 3.918 3.093
H -4.614 3.911 2.539
H -6.460 3.697 0.875
H -5.859 3.172 -1.504
H -3.478 2.912 -2.087
H 1.685 4.662 4.506
H 3.696 4.721 5.966
H 5.100 2.695 6.203
H 4.487 0.615 5.012
C 3.216 0.389 -3.867
C 2.844 1.723 -3.725
C 1.527 2.074 -3.919
C 0.574 1.077 -4.199
N 0.931 -0.205 -4.335
C 2.219 -0.509 -4.187
N -0.737 1.480 -4.418
C -1.722 0.855 -3.863
N -1.684 -0.121 -2.922
C -2.947 -0.382 -2.510
N -3.174 -1.287 -1.612
C -4.370 -1.342 -0.929
C -5.061 -2.558 -0.828
C -6.219 -2.614 -0.086
C -6.668 -1.468 0.559
C -5.911 -0.318 0.418
N -4.793 -0.240 -0.297
C -3.923 0.464 -3.286
C -5.302 0.564 -3.317
C -5.869 1.475 -4.204
C -5.077 2.260 -5.038
C -3.691 2.141 -5.017
C -3.140 1.232 -4.138
H 4.237 0.064 -3.729
H 3.580 2.474 -3.472
H 1.195 3.102 -3.866
H 2.475 -1.557 -4.349
H -4.676 -3.423 -1.350
H -6.773 -3.542 -0.006
H -7.566 -1.468 1.159
H -6.212 0.600 0.913
H -5.933 -0.031 -2.671
H -6.946 1.578 -4.246
H -5.549 2.964 -5.711
H -3.054 2.733 -5.661
Se 4.478 -1.829 1.694
P 4.714 0.047 0.620
Se 2.969 1.073 -0.064
C 5.718 1.160 1.664
C 6.862 0.662 2.287
C 7.644 1.495 3.069
C 7.288 2.829 3.237
C 6.151 3.325 2.620
C 5.365 2.492 1.834
C 5.776 -0.222 -0.843
C 6.258 0.901 -1.514
C 7.006 0.755 -2.670
C 7.266 -0.514 -3.176
C 6.791 -1.632 -2.509
C 6.054 -1.487 -1.338
H 7.125 -0.382 2.168
H 8.531 1.105 3.551
H 7.898 3.478 3.852
H 5.861 4.359 2.758
H 4.468 2.868 1.357
H 6.038 1.890 -1.130
H 7.380 1.632 -3.184
H 7.843 -0.627 -4.084
H 7.009 -2.622 -2.890
H 5.707 -2.354 -0.787
C 1.031 -3.435 3.234
N 0.328 -4.436 2.452
C -0.801 -4.204 1.751
S -1.566 -2.727 1.662
N -1.269 -5.295 1.067
C -2.570 -5.267 0.417
H 1.774 -2.904 2.633
H 1.540 -3.930 4.060
H 0.310 -2.723 3.628
H 0.757 -5.344 2.375
H -0.990 -6.195 1.431
H -3.388 -5.163 1.133
H -2.689 -6.193 -0.143
H -2.622 -4.416 -0.264
N 1.638 -4.226 -2.188
C 0.136 -4.076 -2.227
C -0.198 -2.594 -2.163
N 0.412 -1.938 -1.025
C 1.827 -2.178 -0.881
C 2.205 -3.648 -0.916
H 2.034 -3.705 -2.977
H 1.908 -5.203 -2.295
H -0.240 -4.624 -1.361
H -0.217 -4.543 -3.146
H -1.281 -2.466 -2.103
H 0.115 -2.093 -3.085
H -0.101 -2.143 -0.173
H 2.194 -1.755 0.052
H 2.371 -1.654 -1.676
H 1.756 -4.208 -0.094
H 3.285 -3.795 -0.918

Values from the calculation:
Molar mass in g/mol: 1214.9
Energy relative to the best compared isomer or geometry (same formula, charge and spin) in kJ/mol: 0.0
E_HOMO in hartree: -0.25937
LUMO in eV: -0.75

---

Below is a structure of composition C51H55I2N3O5P2Y in a non-equilibrium geometry, with properties calculated with wB97M-V/def2-TZVPD.

Positions of all 119 atoms, in Å:
Y 0.498 -0.898 -0.128
C 4.110 -1.664 -0.264
P 3.254 -0.051 -0.574
C 4.066 0.518 -2.098
C 3.378 0.453 -3.303
C 4.018 0.766 -4.502
C 5.352 1.147 -4.496
C 6.055 1.197 -3.295
C 5.418 0.880 -2.105
C 3.870 1.047 0.754
C 3.672 0.638 2.075
C 4.013 1.470 3.134
C 4.552 2.730 2.887
C 4.736 3.154 1.579
C 4.393 2.318 0.517
C 3.170 -2.823 -0.291
C 3.456 -4.123 -0.588
C 2.293 -4.886 -0.258
C 1.361 -4.009 0.220
C -0.001 -4.323 0.764
P -1.234 -3.197 0.015
C -2.014 -4.138 -1.332
C -2.223 -5.518 -1.253
C -2.877 -6.196 -2.276
C -3.329 -5.502 -3.394
C -3.124 -4.132 -3.485
C -2.465 -3.459 -2.460
C -2.569 -3.029 1.274
C -3.652 -3.902 1.373
C -4.649 -3.709 2.324
C -4.589 -2.626 3.192
C -3.529 -1.734 3.099
C -2.540 -1.937 2.143
N 1.864 -2.700 0.190
H 4.875 -1.781 -1.020
H 4.618 -1.586 0.695
H 2.344 0.155 -3.311
H 3.464 0.719 -5.436
H 5.852 1.395 -5.425
H 7.101 1.476 -3.288
H 5.986 0.902 -1.182
H 3.233 -0.329 2.288
H 3.850 1.140 4.154
H 4.823 3.382 3.714
H 5.147 4.140 1.378
H 4.518 2.676 -0.501
H 4.401 -4.497 -0.968
H 2.163 -5.961 -0.353
H -0.230 -5.363 0.557
H -0.075 -4.181 1.842
H -1.890 -6.079 -0.388
H -3.033 -7.268 -2.200
H -3.839 -6.031 -4.194
H -3.478 -3.582 -4.353
H -2.306 -2.391 -2.539
H -3.736 -4.740 0.689
H -5.482 -4.405 2.379
H -5.372 -2.472 3.931
H -3.475 -0.881 3.771
H -1.737 -1.221 2.093
C 0.419 5.091 -4.139
O 0.456 4.033 -5.103
C 0.304 2.783 -4.643
C 0.243 1.779 -5.631
C 0.105 0.485 -5.233
C 0.039 0.120 -3.866
C 0.060 -1.271 -3.499
C -0.107 -2.355 -4.526
O 0.263 -1.637 -2.331
C 0.083 1.145 -2.892
O -0.036 0.914 -1.601
C 0.219 2.479 -3.296
H 0.424 6.015 -4.699
H 1.298 5.049 -3.497
H -0.487 5.036 -3.538
H 0.308 2.061 -6.675
H 0.066 -0.289 -5.993
H 0.716 -2.327 -5.251
H -1.040 -2.218 -5.082
H -0.104 -3.318 -4.027
H 0.249 3.238 -2.525
I -2.377 0.195 -1.146
I -4.842 -0.848 -0.754
C 1.415 -1.001 4.697
C 0.578 -1.887 3.809
O 0.879 -1.628 2.418
H 1.180 -1.186 5.750
H 1.226 0.056 4.484
H 2.482 -1.198 4.555
H -0.480 -1.703 3.945
H 0.750 -2.943 4.012
H 1.625 -2.165 2.120
C -4.378 5.689 4.335
C -4.159 4.191 4.465
N -3.339 3.655 3.360
C -4.042 3.291 2.126
C -4.741 1.948 2.226
C -2.018 3.435 3.583
O -1.479 3.632 4.664
C -1.099 3.033 2.443
C -0.260 4.024 1.952
C 0.737 3.679 1.067
C 0.898 2.347 0.741
N 0.124 1.368 1.219
C -0.895 1.737 2.021
H -4.978 6.059 5.172
H -4.901 5.948 3.408
H -3.419 6.216 4.347
H -5.110 3.654 4.465
H -3.657 3.961 5.396
H -3.339 3.294 1.295
H -4.762 4.086 1.922
H -4.017 1.149 2.417
H -5.262 1.711 1.298
H -5.474 1.943 3.040
H -0.388 5.052 2.284
H 1.416 4.417 0.660
H 1.687 2.058 0.076
H -1.518 0.934 2.405

Values from the calculation:
Molar mass in g/mol: 1194.7
Energy relative to the best compared isomer or geometry (same formula, charge and spin) in kJ/mol: 36.7
E_HOMO in hartree: -0.35508
LUMO in eV: -3.09
Total charge: +1

---

The highest E_HOMO belongs to which entry? C51H52CsN14PSSe2